No. 1
37
Properties=species:S:1:pos:R:3:mulliken_spin:R:1 method="wB97M-V/def2-TZVPD" lumo_ha="0.000 / -0.088" homo_ha="-0.280 / -0.307" total_charge=0 s_squared=8.78 multiplicity=6 orbital_gap_ha="0.280 / 0.219"
Ir 1.4740 -0.6769 -0.0681 2.71
Cl 2.1746 0.5518 1.6546 0.38
O 0.3705 -0.6617 3.1195 0.02
O -2.2374 2.2105 1.3853 0.00
O -0.2205 0.0385 0.9778 0.18
C -2.4089 1.6415 2.5952 0.00
C -1.8570 0.0756 4.3755 0.00
C 0.3677 1.6038 -5.1344 0.39
C 1.0900 -2.7127 -1.1046 0.09
C -2.8332 0.6267 5.1929 0.00
C 0.9901 -2.6270 1.1738 0.20
C -0.4869 -0.0798 2.3136 -0.05
C 2.4152 -2.7212 -0.6092 0.17
C 1.5810 2.2353 -4.7960 0.09
C 2.6374 1.4078 -5.2264 0.19
C -3.5979 1.6896 4.7287 0.00
C 2.0769 0.2647 -5.8305 0.36
C 0.6741 0.3859 -5.7738 -0.09
C -3.3898 2.1914 3.4423 0.00
C -1.6165 0.5585 3.0583 0.04
C 2.3448 -2.6847 0.8022 0.08
C 0.2094 -2.6335 -0.0030 0.17
H 0.6168 -2.5244 2.1789 -0.03
H 2.6285 -0.5630 -6.2636 0.02
H 3.3151 -2.7561 -1.2003 0.02
H -1.5541 1.9527 0.7579 0.00
H 1.6840 3.1905 -4.2920 0.00
H -0.0441 -0.3322 -6.1555 0.00
H -0.8651 -2.5744 -0.0524 0.00
H 3.1841 -2.6308 1.4745 -0.02
H -2.9840 0.2356 6.1923 0.00
H 0.8048 -2.6966 -2.1419 0.03
H -1.2847 -0.7474 4.7878 0.00
H 3.6964 1.6143 -5.1122 0.00
H -4.3449 2.1290 5.3806 0.00
H -3.9832 3.0324 3.1113 0.00
H -0.6277 1.9877 -4.9376 0.03



No. 2
40
Properties=species:S:1:pos:R:3:nbo_charge:R:1 method="wB97M-V/def2-TZVPD" lumo_ha=-0.036 homo_ha=-0.339 total_charge=0 orbital_gap_ha=0.304 smiles="CCC1=CC(=O)c2c(CCCS)ccc(C(F)(F)C(F)(F)F)c2C1=O"
S -2.6192 1.7277 -2.3775 -0.08
F 3.4291 -1.4674 2.2557 -0.30
F 3.0948 0.7656 2.0246 -0.31
F 3.8709 -0.1734 4.5341 -0.32
F 1.8586 0.7192 4.6117 -0.30
F 2.1686 -1.5383 4.6499 -0.31
O -1.2183 -1.9410 -2.2192 -0.52
O 3.1939 -0.9363 -0.3984 -0.48
C -1.5848 -1.1875 0.7694 0.04
C -0.5322 -1.1292 -1.6483 0.56
C 1.6372 2.5752 -2.5921 -0.61
C -0.0402 -0.8306 2.7920 -0.18
C -1.3618 -1.0699 2.2261 -0.20
C 2.5583 -0.3403 4.1314 0.93
C 0.3721 -0.1078 -2.4189 -0.28
C -3.1702 1.0209 -0.7381 -0.51
C -0.4133 -1.0277 -0.0842 -0.16
C 1.5946 0.1497 -1.8769 -0.03
C -3.0499 -1.4338 0.3066 -0.44
C -3.5956 -0.4945 -0.8309 -0.42
C 2.5008 1.2246 -2.6087 -0.44
C 2.5778 -0.4123 2.5414 0.62
C 1.1541 -0.6666 1.9385 -0.12
C 0.9203 -0.7543 0.5000 0.01
C 2.0671 -0.5553 -0.5610 0.53
H 0.0043 0.3706 -3.3521 0.24
H -3.3845 -0.8585 -1.8713 0.23
H -4.0455 1.6638 -0.4444 0.23
H -2.2081 -1.1506 2.9468 0.23
H 0.0341 -0.7530 3.8998 0.24
H -2.3442 1.2464 -0.0219 0.22
H -4.7217 -0.5168 -0.7468 0.22
H 1.0083 2.6046 -3.5216 0.21
H 2.2667 3.4889 -2.4689 0.22
H -3.7214 -1.2879 1.2002 0.22
H 0.8991 2.5757 -1.7392 0.22
H 2.7555 0.9250 -3.6518 0.23
H -3.1550 -2.5020 -0.0203 0.25
H 3.4095 1.3890 -1.9644 0.23
H -2.2098 0.6879 -3.1711 0.13



No. 3
44
Properties=species:S:1:pos:R:3:mulliken_spin:R:1 method="wB97M-V/def2-TZVPD" lumo_ha="-0.021 / -0.076" homo_ha="-0.338 / -0.354" total_charge=0 s_squared=6.01 multiplicity=5 orbital_gap_ha="0.317 / 0.278"
Rh -9.6880 -0.0269 13.7628 2.55
S -5.1763 -3.5562 11.7925 0.00
O -12.9690 2.3086 13.5345 0.04
O -4.9477 -4.8942 11.2994 0.00
O -9.3667 -4.1748 14.4920 0.02
O -9.0135 -2.0252 15.2156 0.02
O -10.3089 -0.9673 11.6969 0.11
O -4.6265 -2.4084 11.1051 0.00
O -10.7782 1.6198 13.8499 0.16
O -8.3187 -1.2191 12.6455 0.05
N -11.5808 -0.8928 14.1240 0.00
N -6.8005 -3.3792 11.9127 0.00
C -13.5792 -0.4934 12.7797 -0.02
C -4.6906 -3.4320 13.5036 0.00
C -12.8170 -2.7529 13.3061 0.08
C -9.2179 -1.5753 11.7732 -0.01
C -11.8083 -2.1652 14.0323 0.86
C -12.4988 -0.0411 13.4969 0.08
C -4.9487 -4.5179 14.3497 0.00
C -4.1091 -2.2459 13.9410 0.00
C -3.4715 -3.1444 17.6095 0.00
C -4.5371 -4.4078 15.6715 0.00
C -12.1046 1.4560 13.6101 -0.01
C -8.9728 -2.8611 10.8606 0.00
C -3.9193 -3.2304 16.1619 0.00
C -13.6943 -1.8978 12.6403 0.04
C -3.7157 -2.1618 15.2798 0.00
C -7.4900 -3.2038 10.6407 0.00
C -9.2252 -3.0908 14.8494 0.00
H -9.4199 -2.6858 9.8859 0.00
H -7.0045 -2.4226 10.0483 0.00
H -3.2111 -1.2663 15.6218 0.00
H -7.0258 -2.5809 12.5218 0.00
H -14.3087 0.1965 12.3617 0.00
H -2.6144 -3.7838 17.8232 0.00
H -3.1755 -2.1180 17.8296 0.00
H -3.9562 -1.4339 13.2313 0.00
H -7.3684 -4.1466 10.1022 0.00
H -5.4607 -5.4160 13.9736 0.00
H -12.8607 -3.8343 13.2831 0.02
H -9.4760 -3.7317 11.3070 0.00
H -4.7255 -5.2280 16.3620 0.00
H -14.5152 -2.3190 12.0644 0.01
H -4.2924 -3.4254 18.2823 0.00



No. 4
39
Properties=species:S:1:pos:R:3:nbo_charge:R:1 method="wB97M-V/def2-TZVPD" lumo_ha=0.004 homo_ha=-0.311 total_charge=0 relative_energy_ev=1.819 orbital_gap_ha=0.315 smiles="COc1ccc(CC(=O)OCn2nnc3ccccc3c2=O)cc1"
O 0.1119 1.3624 0.8992 -0.50
O 2.7417 2.2289 0.3270 -0.59
O 0.4664 -0.3719 -0.4952 -0.60
O -6.0872 -0.6184 0.6304 -0.49
N 2.1964 0.2986 1.4007 -0.28
N 2.4294 -0.9707 1.7585 0.06
N 3.4196 -1.5902 1.3582 -0.22
C -3.1664 1.4826 0.3018 -0.18
C 4.3149 -1.0122 0.4890 0.18
C -4.8843 -0.1989 0.1502 0.31
C 3.0081 1.0719 0.5636 0.65
C -6.6426 -1.8023 0.1114 -0.25
C -4.1481 -0.8458 -0.8361 -0.32
C 4.1545 0.3187 0.0625 -0.19
C -2.4313 0.8439 -0.6910 -0.08
C -4.3784 0.9735 0.7149 -0.25
C -0.0700 0.6709 -0.2392 0.82
C -1.0829 1.3741 -1.1124 -0.51
C 5.0723 0.8843 -0.8217 -0.15
C 0.9619 0.8532 1.9034 0.09
C 5.3987 -1.7631 0.0221 -0.21
C 6.1343 0.1315 -1.2724 -0.20
C 6.2947 -1.1892 -0.8507 -0.18
C -2.9321 -0.3240 -1.2439 -0.12
H -0.8795 1.1296 -2.1542 0.24
H 0.4676 0.0482 2.4610 0.22
H 4.9249 1.9068 -1.1344 0.24
H -6.8392 -1.7176 -0.9624 0.18
H 1.1698 1.7136 2.5494 0.21
H -1.0174 2.4478 -0.9472 0.24
H -7.5849 -1.9414 0.6390 0.20
H -2.7831 2.3858 0.7526 0.22
H 7.1323 -1.7647 -1.2159 0.22
H -2.3640 -0.8406 -2.0031 0.21
H 6.8484 0.5631 -1.9575 0.22
H -4.9581 1.4644 1.4805 0.22
H -4.5054 -1.7553 -1.2922 0.22
H 5.5019 -2.7823 0.3583 0.23
H -5.9946 -2.6652 0.2957 0.18



Repeat the third record exactly.
44
Properties=species:S:1:pos:R:3:mulliken_spin:R:1 method="wB97M-V/def2-TZVPD" lumo_ha="-0.021 / -0.076" homo_ha="-0.338 / -0.354" total_charge=0 s_squared=6.01 multiplicity=5 orbital_gap_ha="0.317 / 0.278"
Rh -9.6880 -0.0269 13.7628 2.55
S -5.1763 -3.5562 11.7925 0.00
O -12.9690 2.3086 13.5345 0.04
O -4.9477 -4.8942 11.2994 0.00
O -9.3667 -4.1748 14.4920 0.02
O -9.0135 -2.0252 15.2156 0.02
O -10.3089 -0.9673 11.6969 0.11
O -4.6265 -2.4084 11.1051 0.00
O -10.7782 1.6198 13.8499 0.16
O -8.3187 -1.2191 12.6455 0.05
N -11.5808 -0.8928 14.1240 0.00
N -6.8005 -3.3792 11.9127 0.00
C -13.5792 -0.4934 12.7797 -0.02
C -4.6906 -3.4320 13.5036 0.00
C -12.8170 -2.7529 13.3061 0.08
C -9.2179 -1.5753 11.7732 -0.01
C -11.8083 -2.1652 14.0323 0.86
C -12.4988 -0.0411 13.4969 0.08
C -4.9487 -4.5179 14.3497 0.00
C -4.1091 -2.2459 13.9410 0.00
C -3.4715 -3.1444 17.6095 0.00
C -4.5371 -4.4078 15.6715 0.00
C -12.1046 1.4560 13.6101 -0.01
C -8.9728 -2.8611 10.8606 0.00
C -3.9193 -3.2304 16.1619 0.00
C -13.6943 -1.8978 12.6403 0.04
C -3.7157 -2.1618 15.2798 0.00
C -7.4900 -3.2038 10.6407 0.00
C -9.2252 -3.0908 14.8494 0.00
H -9.4199 -2.6858 9.8859 0.00
H -7.0045 -2.4226 10.0483 0.00
H -3.2111 -1.2663 15.6218 0.00
H -7.0258 -2.5809 12.5218 0.00
H -14.3087 0.1965 12.3617 0.00
H -2.6144 -3.7838 17.8232 0.00
H -3.1755 -2.1180 17.8296 0.00
H -3.9562 -1.4339 13.2313 0.00
H -7.3684 -4.1466 10.1022 0.00
H -5.4607 -5.4160 13.9736 0.00
H -12.8607 -3.8343 13.2831 0.02
H -9.4760 -3.7317 11.3070 0.00
H -4.7255 -5.2280 16.3620 0.00
H -14.5152 -2.3190 12.0644 0.01
H -4.2924 -3.4254 18.2823 0.00